Here is an isolated molecule of C6H13N2OP at a distorted geometry from the Open Molecules 2025 dataset. Energies are from the ωB97M-V functional and the def2-TZVPD basis.

Properties
- energy above the lowest of the compared OMol25 structures with the same formula, charge and spin (eV) = 2.0715
- E (eV) = -20747.2597
- maximum force (eV Å⁻¹) = 5.06
- orbital gap (eV) = 9.30

Bonds (Å) are listed after each position.
Positions of all 23 atoms, in Å:
1 C -2.51151 0.02564 0.63070  C2 1.535, C3 1.488, H11 1.185, H12 1.120
2 C -1.82294 -1.16801 -0.04585  C1 1.535, C4 1.482, H13 1.084, H14 1.102
3 C -1.47112 1.05225 0.90978  C1 1.488, C5 1.532, H15 1.163, H16 1.092
4 C -0.47490 -0.67509 -0.41554  C2 1.482, C5 1.517, H17 1.090
5 C -0.44662 0.82689 -0.20613  C3 1.532, C4 1.517, N8 1.402, H18 1.187
6 C 3.82877 -0.15810 -0.69320  O9 1.393, H19 1.061, H20 1.168, H21 1.215
7 N 0.61719 -0.98135 1.22368  P10 1.724, H22 1.049
8 N 0.85770 1.27619 0.04208  C5 1.402, P10 1.740, H23 0.945
9 O 2.64164 -0.53770 -0.07190  C6 1.393, P10 1.596
10 P 1.82183 0.24071 1.05410  N7 1.724, N8 1.740, O9 1.596
11 H -3.21409 0.39277 -0.24998  C1 1.185
12 H -3.02426 -0.32720 1.56172  C1 1.120
13 H -1.70464 -1.93982 0.70660  C2 1.084
14 H -2.25738 -1.69411 -0.91175  C2 1.102
15 H -1.78049 2.17187 0.95833  C3 1.163
16 H -0.97523 0.81950 1.85437  C3 1.092
17 H 0.24668 -1.19230 -1.04712  C4 1.090
18 H -0.94334 1.03745 -1.26362  C5 1.187
19 H 3.99106 -0.84732 -1.48345  C6 1.061
20 H 4.80967 -0.08691 -0.06397  C6 1.168
21 H 3.54250 0.96084 -1.06962  C6 1.215
22 H 1.13720 -1.89155 1.20073  N7 1.049
23 H 0.92870 2.18038 0.30584  N8 0.945

natural (NBO) atomic charge list, values in e, 6 entries: number 1, C, carries -0.40; number 2, C, carries -0.48; number 3, C, carries -0.43; number 4, C, carries 0.07; number 5, C, carries -0.09; number 6, C, carries -0.24

Here is an isolated molecule of C6H8O2 at a distorted geometry from the Open Molecules 2025 dataset. Energies are from the ωB97M-V functional and the def2-TZVPD basis.

Properties
- SMILES string = C1=C\O/C=C\COC/1
- energy above the lowest of the compared OMol25 structures with the same formula, charge and spin (eV) = 2.9632
- E (eV) = -10443.7631
- maximum force (eV Å⁻¹) = 2.07
- orbital gap (eV) = 10.55

Bonds (Å) are listed after each position.
Positions of all 16 atoms, in Å:
1 C -0.54755 -0.74737 -1.43756  C2 1.305, C8 1.509, H9 1.070
2 C 0.68827 -1.11226 -1.22949  C1 1.305, O3 1.340, H10 1.071
3 O 1.28649 -1.13275 -0.03028  C2 1.340, C4 1.409
4 C 1.69769 0.16135 0.34588  O3 1.409, C5 1.336, H11 1.054
5 C 1.01117 1.08947 1.01831  C4 1.336, C6 1.495, H12 1.113
6 C -0.42160 0.88298 1.39025  C5 1.495, O7 1.445, H13 1.092, H14 1.110
7 O -1.31974 0.92983 0.25905  C6 1.445, C8 1.424
8 C -1.53858 -0.32281 -0.38181  C1 1.509, O7 1.424, H15 1.103, H16 1.119
9 H -0.91491 -0.83050 -2.43930  C1 1.070
10 H 1.27948 -1.43549 -2.06250  C2 1.071
11 H 2.68764 0.20256 -0.01346  C4 1.054
12 H 1.46119 2.08911 1.20969  C5 1.113
13 H -0.71595 1.68279 2.07335  C6 1.092
14 H -0.46957 -0.12713 1.84795  C6 1.110
15 H -1.63532 -1.20908 0.26815  C8 1.103
16 H -2.54870 -0.12070 -0.81823  C8 1.119

natural (NBO) atomic charge list, values in e, 6 entries: number 1, C, carries -0.28; number 2, C, carries 0.14; number 3, O, carries -0.54; number 4, C, carries 0.15; number 5, C, carries -0.27; number 6, C, carries -0.11